This record from the OMol25 dataset describes C35H36AsIrN6O4S2 as an isolated structure. The level of theory is wB97M-V/def2-TZVPD.

CARTESIAN COORDINATES (ANGSTROEM)
Ir -0.515 -0.490 -0.330
C 3.725 -1.322 -0.500
O 3.369 -0.668 0.781
C 2.082 -0.456 0.715
N 1.499 -0.704 -0.396
C 2.518 -1.024 -1.400
C 1.960 -2.041 -2.361
C 2.546 -3.266 -2.632
C 1.966 -4.126 -3.563
C 0.806 -3.763 -4.228
C 0.219 -2.528 -3.971
C 0.795 -1.671 -3.046
C 1.252 0.075 1.810
C 1.636 0.667 2.998
C 0.647 1.189 3.825
C -0.697 1.113 3.467
C -1.020 0.519 2.262
N -0.049 0.019 1.479
C -2.337 0.338 1.628
N -2.404 -0.186 0.453
C -3.832 -0.432 0.139
C -4.522 0.401 1.236
O -3.461 0.639 2.228
C -4.142 -0.116 -1.304
C -5.211 0.680 -1.688
C -5.437 0.944 -3.034
C -4.599 0.415 -4.002
C -3.544 -0.406 -3.626
C -3.327 -0.680 -2.287
H 3.875 -2.376 -0.265
H 4.638 -0.854 -0.850
H 2.732 -0.083 -1.919
H 3.466 -3.560 -2.143
H 2.437 -5.075 -3.778
H 0.372 -4.426 -4.963
H -0.664 -2.225 -4.517
H 0.399 -0.659 -2.935
H 2.688 0.743 3.242
H 0.925 1.674 4.750
H -1.478 1.522 4.093
H -4.023 -1.497 0.314
H -5.319 -0.124 1.752
H -4.856 1.379 0.897
H -5.882 1.107 -0.954
H -6.273 1.567 -3.322
H -4.774 0.630 -5.047
H -2.899 -0.837 -4.381
H -2.527 -1.369 -2.014
N 3.261 4.316 5.386
C 3.232 3.973 4.066
C 2.423 4.682 3.160
C 2.401 4.342 1.825
C 3.170 3.278 1.362
C 3.977 2.568 2.243
C 4.005 2.904 3.583
S 3.095 2.833 -0.329
O 2.938 4.011 -1.140
O 4.172 1.912 -0.595
N 1.738 1.944 -0.374
C 0.642 2.313 -0.971
S 0.319 3.797 -1.837
C -1.355 3.356 -1.959
C -1.589 2.161 -1.410
N -0.468 1.518 -0.890
H 2.845 5.180 5.684
H 3.971 3.933 5.985
H 1.842 5.526 3.511
H 1.803 4.919 1.130
H 4.605 1.771 1.867
H 4.660 2.370 4.260
H -2.071 4.002 -2.437
H -2.553 1.680 -1.380
C -1.857 -3.177 1.771
As -0.681 -2.869 0.259
C -1.359 -4.049 -1.109
C 0.966 -3.699 0.828
H -1.589 -4.118 2.250
H -2.887 -3.247 1.425
H -1.774 -2.379 2.507
H -1.492 -5.042 -0.681
H -0.645 -4.092 -1.930
H -2.315 -3.680 -1.476
H 0.740 -4.698 1.199
H 1.434 -3.124 1.627
H 1.639 -3.772 -0.024

Results
total charge	+2
DFT total energy	-139345.2186	eV
LUMO energy	-6.85	eV
ΔE to the lowest compared entry with this formula, charge and spin	219.48	kJ/mol
maximum force	0.52	eV/Å

Need the Löwdin charges? In units of e they are:
1 Ir 1.234
2 C 0.006
3 O 0.080
4 C -0.363
5 N -0.066
6 C -0.201
7 C -0.191
8 C -0.025
9 C -0.044
10 C -0.067
11 C -0.073
12 C -0.072
13 C -0.117
14 C 0.069
15 C 0.041
16 C 0.076
17 C -0.126
18 N -0.020
19 C -0.315
20 N -0.031
21 C -0.198
22 C -0.002
23 O 0.088
24 C -0.215
25 C -0.020
26 C -0.038
27 C -0.046
28 C -0.051
29 C -0.075
30 H 0.130
31 H 0.145
32 H 0.161
33 H 0.119
34 H 0.120
35 H 0.119
36 H 0.107
37 H 0.105
38 H 0.121
39 H 0.136
40 H 0.144
41 H 0.151
42 H 0.148
43 H 0.136
44 H 0.116
45 H 0.120
46 H 0.119
47 H 0.105
48 H 0.068
49 N 0.127
50 C -0.319
51 C -0.014
52 C -0.044
53 C -0.298
54 C -0.089
55 C -0.041
56 S 0.607
57 O -0.335
58 O -0.290
59 N -0.114
60 C -0.662
61 S 1.118
62 C -0.372
63 C -0.255
64 N -0.149
65 H 0.106
66 H 0.105
67 H 0.119
68 H 0.120
69 H 0.119
70 H 0.122
71 H 0.078
72 H 0.081
73 C -0.243
74 As 1.046
75 C -0.232
76 C -0.232
77 H 0.049
78 H 0.035
79 H 0.028
80 H 0.055
81 H 0.015
82 H 0.033
83 H 0.054
84 H 0.040
85 H 0.022

This record from the OMol25 dataset describes C35H36BCl3GeIrN9OP as an isolated structure in a non-equilibrium geometry. The level of theory is wB97M-V/def2-TZVPD.

CARTESIAN COORDINATES (ANGSTROEM)
Ir -0.849 -2.162 1.752
C -1.801 -2.472 6.127
C -0.943 -2.527 4.970
N -1.701 -2.430 3.765
N -3.051 -2.362 4.142
C -3.084 -2.218 5.552
B -4.062 -2.246 3.013
N -3.701 -3.324 2.043
C -4.367 -4.435 1.693
C -3.566 -5.296 0.940
C -2.312 -4.633 0.816
N -2.468 -3.365 1.442
N -3.663 -0.964 2.126
C -4.187 0.294 2.082
C -3.300 1.156 1.371
C -2.264 0.315 0.939
N -2.436 -0.924 1.446
N -5.535 -2.144 3.426
C -6.632 -2.192 2.616
C -7.769 -2.091 3.417
C -7.266 -2.052 4.726
N -5.935 -2.008 4.737
H -1.593 -2.808 7.151
H 0.057 -2.766 4.910
H -4.049 -2.031 5.967
H -5.329 -4.569 2.107
H -3.835 -6.264 0.506
H -1.457 -4.830 0.182
H -5.129 0.523 2.534
H -3.408 2.273 1.226
H -1.472 0.467 0.247
H -6.492 -2.324 1.549
H -8.781 -2.411 3.172
H -7.813 -2.222 5.625
C 3.922 -1.357 0.063
C 3.261 -2.486 0.793
C 4.102 -3.082 1.901
C 3.188 -3.614 -0.239
C 2.028 -2.017 1.267
N 0.861 -1.894 1.374
H 5.029 -1.518 -0.246
H 3.869 -0.445 0.691
H 3.362 -1.105 -0.853
H 4.886 -3.674 1.472
H 3.531 -3.797 2.540
H 4.493 -2.323 2.561
H 3.997 -4.335 -0.011
H 3.408 -3.199 -1.261
H 2.285 -4.232 -0.210
O 0.694 3.149 -1.033
P 1.526 3.575 -2.173
C 0.500 4.566 -3.288
C 0.922 4.880 -4.572
C 0.385 6.004 -5.243
C -0.835 6.466 -4.827
C -1.416 5.956 -3.674
C -0.687 5.096 -2.841
C 2.238 2.278 -3.201
C 3.547 1.847 -3.110
C 4.057 0.928 -4.064
C 3.293 0.528 -5.145
C 1.955 0.951 -5.206
C 1.399 1.802 -4.240
C 2.944 4.623 -1.909
C 3.010 5.190 -0.573
C 4.053 6.062 -0.262
C 4.914 6.482 -1.233
C 4.897 5.908 -2.526
C 3.932 4.940 -2.853
H 1.771 4.382 -5.095
H 0.958 6.454 -6.046
H -1.389 7.236 -5.403
H -2.483 6.204 -3.560
H -1.123 4.583 -1.970
H 4.135 2.250 -2.230
H 5.101 0.525 -4.037
H 3.683 -0.185 -5.880
H 1.366 0.620 -6.028
H 0.369 2.082 -4.307
H 2.266 4.811 0.066
H 4.097 6.454 0.788
H 5.695 7.243 -1.046
H 5.641 6.233 -3.274
H 3.941 4.502 -3.811
Cl 2.614 -7.208 0.818
Ge 0.570 -7.109 1.680
Cl -0.777 -7.506 0.009
Cl 0.205 -8.681 3.139

Results
total charge	+4
DFT total energy	-159181.4973	eV
spin multiplicity	6
LUMO energy (spin up / spin down)	-11.41 / -14.39	eV
ΔE to the lowest compared entry with this formula, charge and spin	235.96	kJ/mol
maximum force	10.19	eV/Å

Need the Löwdin charges? In units of e they are:
1 Ir 1.521
2 C 0.035
3 C -0.034
4 N -0.100
5 N 0.064
6 C 0.066
7 B -0.670
8 N 0.035
9 C 0.017
10 C 0.013
11 C -0.078
12 N -0.162
13 N 0.063
14 C 0.018
15 C -0.005
16 C -0.120
17 N -0.159
18 N -0.025
19 C -0.086
20 C -0.029
21 C -0.111
22 N 0.066
23 H 0.132
24 H 0.078
25 H 0.103
26 H 0.136
27 H 0.126
28 H 0.062
29 H 0.139
30 H 0.136
31 H 0.099
32 H 0.126
33 H 0.117
34 H 0.116
35 C -0.049
36 C -0.606
37 C -0.013
38 C -0.019
39 C -0.005
40 N -0.121
41 H 0.156
42 H 0.099
43 H 0.089
44 H 0.095
45 H 0.119
46 H 0.100
47 H 0.091
48 H 0.113
49 H 0.074
50 O -0.286
51 P 0.736
52 C -0.241
53 C 0.043
54 C 0.055
55 C 0.007
56 C 0.079
57 C 0.043
58 C -0.306
59 C -0.090
60 C -0.049
61 C -0.036
62 C -0.032
63 C -0.073
64 C -0.193
65 C 0.092
66 C 0.010
67 C 0.038
68 C 0.099
69 C -0.002
70 H 0.154
71 H 0.150
72 H 0.162
73 H 0.164
74 H 0.145
75 H 0.131
76 H 0.136
77 H 0.134
78 H 0.112
79 H 0.107
80 H 0.113
81 H 0.165
82 H 0.161
83 H 0.164
84 H 0.110
85 Cl 0.060
86 Ge -0.094
87 Cl 0.106
88 Cl 0.117

This record from the OMol25 dataset describes C35H36FN3P2SSiTi as an isolated structure. The level of theory is wB97M-V/def2-TZVPD.

CARTESIAN COORDINATES (ANGSTROEM)
Ti 0.602 0.814 0.674
C 0.029 2.015 4.820
Si -0.063 0.401 3.921
C 0.534 -1.070 4.867
C -1.771 0.074 3.307
N 1.029 0.513 2.442
C 2.439 0.386 2.614
C 3.173 0.745 3.744
C 4.542 0.525 3.774
C 5.208 -0.046 2.692
C 4.507 -0.406 1.547
C 3.162 -0.163 1.576
F 2.363 -0.491 0.466
H 0.792 2.031 5.600
H -0.931 2.212 5.303
H 0.228 2.838 4.131
H 0.341 -0.934 5.934
H 1.602 -1.258 4.751
H -0.007 -1.960 4.540
H -2.239 0.928 2.817
H -2.391 -0.194 4.168
H -1.778 -0.789 2.636
H 2.675 1.193 4.593
H 5.099 0.802 4.658
H 6.275 -0.211 2.737
H 4.980 -0.852 0.683
C -0.708 -2.173 -2.719
N -0.363 -0.925 -1.993
P 1.261 -0.319 -2.301
C 1.255 -0.048 -4.093
C 2.512 -0.049 -4.694
C 2.636 0.223 -6.050
C 1.504 0.472 -6.810
C 0.245 0.455 -6.220
C 0.119 0.202 -4.864
C 1.006 1.471 -1.763
C 1.923 2.072 -0.868
C 1.824 3.425 -0.531
C 0.830 4.207 -1.102
C -0.058 3.636 -2.003
C 0.015 2.282 -2.314
P -0.970 -0.821 -0.415
C -1.011 -2.439 0.362
C 0.011 -2.824 1.232
C 0.011 -4.091 1.794
C -1.010 -4.981 1.490
C -2.031 -4.608 0.624
C -2.035 -3.343 0.062
C -2.684 -0.293 -0.599
C -3.074 0.384 -1.754
C -4.377 0.841 -1.889
C -5.293 0.638 -0.867
C -4.911 -0.034 0.287
C -3.613 -0.501 0.423
H -0.322 -2.124 -3.733
H -1.793 -2.271 -2.775
H -0.295 -3.057 -2.230
H 3.396 -0.275 -4.108
H 3.613 0.222 -6.513
H 1.598 0.670 -7.870
H -0.638 0.634 -6.819
H -0.867 0.183 -4.415
H 2.821 1.532 -0.573
H 2.549 3.865 0.142
H 0.765 5.260 -0.864
H -0.813 4.251 -2.475
H -0.673 1.864 -3.035
H 0.811 -2.137 1.486
H 0.804 -4.383 2.469
H -1.013 -5.969 1.931
H -2.824 -5.304 0.387
H -2.835 -3.061 -0.610
H -2.368 0.517 -2.561
H -4.679 1.346 -2.796
H -6.310 0.991 -0.974
H -5.628 -0.207 1.078
H -3.340 -1.043 1.317
S -2.903 3.739 0.583
C -1.707 2.779 0.718
N -0.765 2.018 0.820

Results
total charge	+2
DFT total energy	-104462.2582	eV
LUMO energy	-7.29	eV
ΔE to the lowest compared entry with this formula, charge and spin	0.00	kJ/mol
maximum force	1.00	eV/Å

Need the natural (NBO) charges? In units of e they are:
1 Ti 1.738
2 C -1.145
3 Si 1.807
4 C -1.146
5 C -1.140
6 N -1.042
7 C 0.010
8 C -0.194
9 C -0.176
10 C -0.168
11 C -0.260
12 C 0.384
13 F -0.357
14 H 0.256
15 H 0.269
16 H 0.251
17 H 0.271
18 H 0.253
19 H 0.255
20 H 0.249
21 H 0.274
22 H 0.237
23 H 0.241
24 H 0.248
25 H 0.249
26 H 0.260
27 C -0.435
28 N -1.063
29 P 1.079
30 C -0.421
31 C -0.122
32 C -0.211
33 C -0.168
34 C -0.183
35 C -0.224
36 C -0.387
37 C -0.415
38 C -0.130
39 C -0.163
40 C -0.165
41 C -0.086
42 P 1.165
43 C -0.463
44 C -0.171
45 C -0.204
46 C -0.148
47 C -0.214
48 C -0.109
49 C -0.432
50 C -0.190
51 C -0.199
52 C -0.167
53 C -0.202
54 C -0.136
55 H 0.240
56 H 0.222
57 H 0.211
58 H 0.217
59 H 0.237
60 H 0.238
61 H 0.232
62 H 0.208
63 H 0.273
64 H 0.249
65 H 0.252
66 H 0.248
67 H 0.230
68 H 0.216
69 H 0.236
70 H 0.241
71 H 0.241
72 H 0.220
73 H 0.221
74 H 0.235
75 H 0.239
76 H 0.237
77 H 0.219
78 S 0.269
79 C 0.207
80 N -0.892

Question: total charge of number 1 (C35H36AsIrN6O4S2)?
Answer: +2

Question: Look up the total charge of the third one.
Answer: +2